Entry 1:
Below is the molecule C4H6O2, with properties calculated with ωB97M-V/def2-TZVPD.

## Properties
relative energy (zero: lowest compared OMol25 entry of this formula, charge and spin): 59.5 kcal/mol
SMILES: O[C@H]1C[C@H]2O[C@@H]12
frontier orbital gap: 11.04 eV
charge: 0

Each line ends with the Löwdin charge.
Cartesian coordinates (Å):
O 1.52363 -0.63381 -1.03244  -0.0192
C 0.25514 -0.79305 -0.45599  -0.3084
C 0.20745 -0.34362 1.02966  -0.0505
C -0.74934 0.77259 0.61864  -0.2067
O -0.08385 1.53295 -0.39221  -0.0154
C -0.75160 0.32889 -0.77655  -0.1709
H 1.66892 0.32623 -1.01195  0.0953
H -0.08952 -1.80828 -0.65984  0.1507
H -0.18274 -1.04948 1.76273  0.1145
H 1.21819 -0.03323 1.30500  0.1194
H -1.52467 1.28674 1.17783  0.1442
H -1.49161 0.41407 -1.56488  0.1468

Entry 2:
Below is a structure of composition C4H6O2, with properties calculated with ωB97M-V/def2-TZVPD.

## Properties
relative energy (zero: lowest compared OMol25 entry of this formula, charge and spin): 11.4 kcal/mol
frontier orbital gap: 11.39 eV
charge: 0

Each line ends with the Löwdin charge.
Cartesian coordinates (Å):
C -1.53198 -0.04574 0.35181  -0.0431
C -0.29486 0.02128 -0.51476  -0.3304
C 0.97471 0.67830 0.05543  -0.0059
C 1.55574 -0.72872 -0.07967  -0.4696
O 2.60563 -1.27383 0.09437  0.1323
O 0.39466 -1.27181 -0.55171  0.0526
H -2.03682 0.93464 0.35335  0.0886
H -1.27968 -0.32786 1.39048  0.0934
H -2.23597 -0.79015 -0.05373  0.0871
H -0.52265 0.32953 -1.54608  0.1470
H 1.46056 1.42084 -0.58450  0.1219
H 0.91066 1.05350 1.08501  0.1261

Entry 3:
Below is the molecule C4H6O2, with properties calculated with ωB97M-V/def2-TZVPD.

## Properties
relative energy (zero: lowest compared OMol25 entry of this formula, charge and spin): 38.7 kcal/mol
SMILES: C[C@H]1OCC1=O
frontier orbital gap: 10.67 eV
charge: 0

Each line ends with the Löwdin charge.
Cartesian coordinates (Å):
C -1.52567 -0.41748 -0.32086  -0.0253
C -0.28873 -0.27096 0.52771  -0.2970
O 0.82646 -1.07679 0.09252  -0.0813
C 1.66058 0.06482 -0.14156  -0.0872
C 0.50462 0.98295 0.15149  -0.3368
O 0.32820 2.16774 0.12148  0.1278
H -2.25810 0.32922 0.00059  0.0929
H -1.28276 -0.23699 -1.37337  0.0946
H -1.95207 -1.41546 -0.21652  0.0839
H -0.48813 -0.44282 1.59385  0.1572
H 2.13982 0.04311 -1.12744  0.1362
H 2.33577 0.27267 0.69211  0.1349